Entry 1:
{"formula": "C20H37N2O17S2", "method": "ωB97M-V with the def2-TZVPD basis set", "homo_ev": -12.4, "gap_ev": 7.16, "e_tot_ev": -80789.9530, "charge": 1, "symbols": ["H", "O", "H", "O", "O", "H", "S", "C", "H", "C", "C", "C", "H", "C", "H", "C", "C", "O", "C", "O", "H", "H", "O", "N", "H", "H", "O", "O", "H", "H", "H", "H", "O", "S", "H", "H", "C", "H", "H", "H", "O", "C", "O", "C", "H", "O", "C", "H", "H", "H", "H", "C", "H", "O", "H", "O", "H", "C", "O", "N", "H", "O", "H", "C", "C", "O", "H", "H", "H", "H", "C", "H", "H", "H", "C", "H", "C", "C"], "positions_angstrom": [[4.9026, -0.5889, -2.5353], [6.8632, -0.1786, -5.7931], [0.5149, 6.3390, 4.9672], [-2.5217, -7.9028, -1.5419], [1.8454, 0.9771, -0.8924], [-0.5121, 2.6368, -0.0610], [-0.7916, 2.3018, -1.3236], [-2.9892, -1.0605, -0.7643], [-5.8684, 2.9568, 0.9818], [-3.8568, 4.4960, 1.7263], [-1.2616, -0.9678, 3.2870], [-1.2619, 0.6210, -1.0201], [-0.6859, 1.2444, 1.9988], [1.9395, -1.2268, 0.4328], [-5.0124, 2.2046, 2.3558], [4.4301, -0.0111, -3.3293], [1.6458, 4.5112, 2.5917], [5.7740, -1.8192, -4.6862], [7.5830, -1.1817, -6.5220], [-1.6914, 0.2664, 3.5309], [-6.5658, 3.0338, 2.6188], [-2.1150, -9.6999, -0.7263], [5.3983, 0.3740, -4.3055], [-2.1135, -2.0493, -0.7406], [2.1262, 3.9860, -0.5357], [1.6027, -2.2583, 0.4437], [-3.4029, 5.6845, 2.0836], [2.1051, 3.5352, 3.1288], [-1.7779, -4.7285, -3.5076], [4.0270, 0.9132, -2.9241], [-0.8918, -3.4218, 5.3044], [-1.4813, -3.5791, 3.6299], [1.0554, 5.5347, 3.1988], [1.4610, -0.3918, -1.0255], [1.5072, -0.7116, 1.2818], [2.0280, 5.3994, 5.0344], [-1.5982, -8.7543, -0.8472], [-2.1134, 2.0751, 2.6684], [-0.6926, -8.8898, -1.4337], [8.2409, -0.6361, -7.1901], [-3.0264, -6.0057, -2.4440], [-2.0754, -6.6840, -1.7921], [-0.9986, -6.2347, -1.4810], [2.2568, 3.7015, 0.5038], [-1.3490, -8.3319, 0.1236], [-5.0160, 4.2832, 2.3349], [-5.6458, 3.0347, 2.0446], [0.4661, 4.5555, 4.9410], [-0.2170, -2.4954, -0.8305], [3.6339, -0.5942, -3.7824], [-2.3262, 0.6722, 1.6108], [-1.7024, 1.1147, 2.3767], [3.3157, 3.6314, 0.7425], [-0.9531, -1.3829, 2.1846], [6.8972, -1.8047, -7.0916], [1.6213, 4.7296, 1.2755], [3.0243, -1.1257, 0.4489], [5.9942, -0.6569, -4.9107], [-1.2583, -1.6565, 4.4021], [-0.8526, -1.7031, -0.8405], [8.1635, -1.8028, -5.8435], [1.8128, -1.1807, -2.1709], [-1.3610, 5.3726, 1.7982], [-0.8262, -3.0249, 4.2983], [1.0193, 5.4395, 4.6308], [-3.3034, 3.7284, 0.9687], [-2.3404, -4.1264, -1.9300], [-4.0261, -1.3589, -0.6848], [-2.2231, 6.1046, 0.4202], [-3.4717, -4.2296, -3.3044], [-2.6181, -4.6916, -2.8155], [-1.9362, 7.0540, 1.9004], [1.7793, 2.7449, 0.6946], [0.2005, -3.0709, 3.9421], [-2.1465, 6.0669, 1.5046], [-3.3686, 1.0715, -0.9245], [-0.3679, -0.4647, -0.9566], [-2.6201, 0.2877, -0.9032]]}



Entry 2:
{"formula": "C20H37N3O9P3S2", "method": "ωB97M-V with the def2-TZVPD basis set", "homo_ev": -11.0, "gap_ev": 6.59, "e_tot_ev": -93762.2279, "charge": 1, "symbols": ["C", "H", "P", "H", "H", "H", "H", "N", "C", "C", "C", "H", "H", "N", "C", "H", "H", "H", "H", "O", "C", "H", "C", "H", "H", "H", "H", "C", "H", "H", "H", "H", "H", "S", "C", "O", "C", "H", "H", "H", "C", "H", "H", "O", "H", "O", "N", "C", "H", "H", "O", "H", "C", "C", "H", "P", "O", "C", "O", "O", "H", "C", "C", "H", "H", "H", "H", "O", "C", "C", "C", "H", "P", "S"], "positions_angstrom": [[-3.4468, -1.4064, -0.1467], [5.5867, 0.7427, 1.2475], [3.8119, 3.7567, -4.2615], [1.3604, 5.7589, -3.1830], [-6.3968, -0.3039, 1.4743], [-3.5549, -1.1042, -2.8403], [4.7070, 1.0077, -2.3865], [-2.3601, -1.3491, -1.0271], [5.4575, 4.3046, -6.1550], [-1.1553, -1.1526, 4.5099], [1.6896, 4.7231, -3.0963], [-1.8813, -1.6847, -3.0799], [0.0596, -0.8084, 6.3471], [-2.9600, 0.8891, -3.7102], [-2.7275, -3.7901, 4.3011], [-2.7012, 0.3735, 2.8993], [1.3822, 4.3340, -2.1242], [-3.3027, -3.1936, 5.0634], [3.1134, 1.5733, -2.9205], [4.8614, 4.7384, -4.9319], [-0.8288, -2.0284, 0.7728], [6.4568, -1.3358, -0.4651], [-4.4717, -0.6819, 3.8463], [0.0020, -1.3102, -2.6063], [4.7593, 4.4634, -6.9773], [1.2141, -1.2657, 1.9800], [5.7329, 3.2496, -6.1055], [0.0710, -1.5141, 5.4776], [5.7423, -1.0604, 1.4660], [-2.2323, -4.6903, 4.7498], [-4.0684, -1.1957, 4.7489], [3.5922, -1.4883, 0.8105], [-0.0476, -2.5568, 5.8868], [-4.9359, 1.6944, -1.2638], [3.8252, -0.4266, 0.5365], [1.1081, -0.5013, -1.0887], [-1.0583, -1.6215, -0.6184], [-4.3235, 1.1171, 2.6139], [-3.5720, 1.3496, 4.2226], [-5.5107, -0.3352, 4.1249], [-6.3779, -1.4076, 1.7142], [6.3539, 4.8963, -6.3318], [-0.8299, -0.2823, 3.8895], [4.7372, 2.7971, -3.3901], [3.9284, 2.3587, -1.5428], [3.1111, 4.6875, -3.1747], [-4.7221, -1.0489, -0.7143], [-4.8789, 0.1949, -0.7254], [-2.0155, -0.9440, 5.1885], [2.6826, -1.9791, -1.0391], [6.1554, -0.4105, -0.4425], [2.6136, -0.8649, -2.4516], [-1.9533, -2.1440, 1.7647], [-3.3108, -1.8027, 1.2668], [3.3320, 0.2339, 1.3036], [-4.7523, -1.9454, 2.4527], [3.4149, -0.0438, -0.7762], [2.4647, -0.9172, -1.3295], [2.9156, 3.0617, -5.1998], [-2.3189, 0.9022, -4.6859], [1.0568, -1.4421, 4.9508], [4.0788, 1.8846, -2.5137], [-3.6867, 0.6033, 3.3903], [-7.2092, -1.5624, 2.4572], [1.2100, 4.1363, -3.8800], [-6.6465, -1.9968, 0.7990], [-3.4762, -4.1661, 3.5472], [-2.1364, 0.3877, -2.6598], [5.3978, -0.2457, 0.7635], [-2.5114, -0.9904, -2.4569], [0.2031, -1.5261, -1.5278], [0.6930, -2.5456, -1.5028], [-1.4039, -2.7226, 3.4626], [0.8834, -2.4271, 1.3027]]}



Entry 3:
{"formula": "C20H37N3OPV", "method": "ωB97M-V with the def2-TZVPD basis set", "homo_ev": [-11.1, -11.5], "gap_ev": [7.20, 8.90], "multiplicity": 2, "e_tot_ev": -62825.1437, "charge": 1, "symbols": ["H", "C", "H", "H", "H", "V", "C", "H", "C", "H", "H", "N", "O", "H", "C", "H", "H", "H", "C", "H", "C", "H", "H", "C", "H", "P", "H", "H", "C", "C", "H", "N", "H", "C", "C", "H", "H", "H", "C", "H", "N", "H", "H", "C", "C", "H", "H", "H", "C", "C", "H", "H", "C", "H", "H", "H", "H", "H", "C", "C", "C", "H", "H"], "positions_angstrom": [[-0.4593, 2.9965, 4.4069], [-0.7894, 2.0371, 3.9584], [2.7377, 0.5221, -3.5448], [-0.4492, 2.9465, 0.7240], [-3.5608, -1.0246, 2.6065], [0.2524, -0.3003, -1.6529], [2.6931, -0.9405, -1.8854], [-1.0164, 3.8864, 2.1281], [-0.9906, 2.8660, 1.6893], [-0.3971, 1.2299, 4.5983], [-1.2385, -2.3613, -3.5752], [1.5664, -0.2940, 2.4027], [-0.3206, 0.5025, 0.2799], [0.0523, 2.3402, -5.0560], [2.1671, 0.5897, -0.2688], [2.4627, -1.5504, 0.2399], [1.9862, 1.0426, 0.6903], [-2.3847, 0.8263, -3.2492], [-0.3005, 0.5518, -3.8700], [2.1073, 2.3167, -1.6788], [0.3505, -0.2521, -4.9908], [3.2901, 0.3762, 3.4577], [2.9345, -1.8671, -2.3787], [-1.9769, -1.4887, -1.6701], [-2.0627, -1.9727, 4.3412], [-0.1407, 0.2505, 1.9008], [2.8522, -1.9231, 2.7816], [-0.2315, -0.1715, -5.9226], [1.7737, -1.6693, 2.8700], [2.4393, -0.7729, -0.5042], [1.1777, 2.1748, -3.7204], [-1.4678, -0.8106, 2.6473], [-2.8438, -0.9313, -1.9743], [-1.1301, -2.2391, -2.5137], [0.1427, 2.0045, -4.0107], [-1.9338, -1.1877, 0.5387], [-1.8938, 2.0450, 3.9856], [-2.0614, 1.2651, -4.9181], [2.5871, 0.3185, -2.5017], [-0.6015, -0.9545, 4.6036], [-0.2780, 1.9486, 2.5834], [-3.0005, 0.2725, 3.6767], [0.6937, -3.4234, -2.0714], [2.2177, 0.6419, 3.3340], [-1.8057, 0.5443, -4.1259], [-0.5753, -2.4748, 3.5930], [-2.1734, -0.4215, -4.4669], [-2.0289, 2.5246, 1.5069], [-2.8086, -0.2129, 2.7016], [-0.3343, -2.4101, -0.3804], [1.7387, 0.6081, 4.3333], [1.2345, -2.4012, 2.2625], [-0.1122, -2.8010, -1.7194], [1.5123, -1.7844, 3.9418], [0.4163, -1.3151, -4.7585], [2.1973, 1.6784, 2.9398], [0.2667, -2.6878, 0.4687], [-2.9770, 0.4879, 1.8596], [-1.1461, -1.5687, 3.8621], [-1.4888, -1.6064, -0.3462], [2.2478, 1.2637, -1.5152], [1.3599, 0.0817, -5.2276], [-0.4780, 2.6763, -3.4177]]}



Entry 4:
{"formula": "C20H37N6PS5Sc", "method": "ωB97M-V with the def2-TZVPD basis set", "homo_ev": -10.1, "gap_ev": 7.38, "e_tot_ev": -114445.2836, "e_above_lowest_ev": 0.888, "charge": 1, "symbols": ["H", "H", "H", "P", "H", "C", "H", "S", "C", "H", "H", "S", "H", "H", "N", "H", "C", "C", "H", "C", "H", "H", "C", "C", "H", "C", "H", "C", "H", "C", "S", "C", "H", "C", "H", "H", "C", "H", "C", "N", "S", "H", "H", "N", "H", "H", "N", "C", "C", "N", "N", "C", "H", "H", "H", "H", "C", "H", "S", "H", "C", "H", "Sc", "H", "H", "H", "H", "C", "H", "H"], "positions_angstrom": [[-4.0304, 2.3208, -2.8371], [4.6564, -1.4675, -4.8023], [1.3252, 2.5943, 1.1896], [1.8059, -0.0339, 2.1911], [0.7883, 0.9389, 5.1248], [1.3079, 1.6895, 4.5367], [2.1442, 1.0578, -3.7362], [0.8769, 1.8203, -1.2771], [2.7169, -0.9139, -2.3832], [4.1249, 0.3001, 4.2139], [-5.5056, -2.0513, 0.0590], [-1.1187, -1.3404, -2.4249], [4.2092, 1.8111, 3.2980], [5.5169, -0.5486, -3.5498], [-3.4503, -1.6020, 0.0137], [5.4778, 0.6091, 3.1341], [-1.3947, 1.6543, -4.8386], [3.6774, 0.0855, 2.0963], [3.9810, -0.9703, 2.0406], [-0.7772, 2.1852, -0.9822], [1.7976, -2.4288, 5.2137], [2.8876, -3.0370, 2.6285], [4.0732, 0.7512, 0.7768], [1.0755, 1.4785, 3.0429], [3.8649, 1.3986, -3.9590], [-4.2963, -3.5083, -1.0462], [0.4064, -1.4794, 3.4678], [1.4952, -1.5105, 3.3069], [2.5030, 3.0102, 2.4444], [1.8355, -2.7808, 2.5173], [-1.0754, -2.4698, 0.9410], [3.0831, 0.6511, -4.1057], [-3.3368, -0.6867, 0.4247], [-2.5520, -2.5782, 0.1395], [5.1484, 0.6691, 0.6258], [1.2479, -3.6172, 2.8865], [-2.5267, 2.3426, -4.4053], [3.5670, 0.2723, -0.0660], [-4.6620, -2.0665, -0.6369], [-3.0227, -3.7063, -0.3849], [-1.5566, 3.4483, -1.7089], [-0.0069, 1.3164, 2.8928], [3.2695, -1.7561, 4.5254], [-0.9328, 0.5773, -4.2314], [-0.8180, 1.9875, -5.6905], [-4.9063, -1.4354, -1.4955], [-2.7666, 0.6733, -2.7778], [1.4678, 2.7337, 2.2628], [2.2036, -1.5819, 4.6591], [3.4295, -0.5613, -3.3842], [2.0549, -1.1747, -1.4603], [4.6718, -1.2152, -3.7410], [0.8407, 3.5626, 2.5843], [2.9767, 0.4262, -5.1671], [2.0670, -0.6922, 5.2644], [3.8140, 1.8073, 0.7676], [-1.5991, 0.0802, -3.2068], [-3.1820, 0.3105, -1.9234], [-1.6071, 1.1215, 0.1058], [2.3616, 1.7071, 4.7981], [-3.1657, 1.8547, -3.2819], [-2.4557, -4.5264, -0.5094], [0.4124, -0.4885, -0.1750], [-4.1896, -3.6182, -2.1291], [1.6167, -2.6758, 1.4465], [-2.8572, 3.2511, -4.8740], [0.8892, 2.6571, 4.8092], [4.4045, 0.7436, 3.2645], [-5.0290, -4.2364, -0.6949], [4.8086, -2.1244, -3.1613]]}